Density functional theory data (ωB97M-V with the def2-TZVPD basis set) for a structure of composition C35H26BCl3F3N9SbTi.

Structure (ORCA input):
```
! RIJCOSX wB97M-V def2-TZVPD def2/J DEFGRID3
* xyz 1 1
H -1.316 -4.070 -3.740
Cl -4.677 1.875 0.649
C 0.243 0.854 -5.754
Ti -0.570 0.640 -1.449
C 3.720 -1.643 2.894
C -2.883 2.160 -1.292
H -3.223 3.188 3.890
C -0.506 1.578 2.621
H 1.001 -2.544 -0.533
F -2.829 -4.793 4.076
C 1.998 -0.330 1.829
N 2.496 -0.184 -2.035
C -0.989 -1.627 2.244
C 1.813 4.056 -0.452
C 1.723 -1.922 -1.040
C 0.160 3.433 4.011
C 2.975 0.511 1.300
H -1.647 0.356 -4.675
C -2.821 -1.502 -1.364
B 2.433 1.176 -2.751
Sb -0.024 0.002 1.301
H -3.206 -0.740 -0.699
C -0.596 0.598 -4.678
H 4.489 -0.795 -2.330
C 3.066 -2.188 -1.304
C -1.768 -3.365 -3.059
H -1.008 -0.710 4.193
C 4.662 -0.789 2.355
F 5.959 -1.015 2.604
Cl -2.388 2.743 -2.903
C -1.138 -2.164 -2.795
H -2.246 -4.725 1.574
F -1.501 4.739 5.019
H -2.628 1.274 2.428
N 1.983 2.268 -1.749
C -2.227 -3.760 3.478
N 0.074 0.718 -3.527
C -1.268 -1.585 3.609
N 0.780 2.196 -1.132
C 0.668 3.281 -0.350
C -3.507 -2.691 -1.571
N -5.713 -3.121 -0.298
H 3.487 1.462 -3.226
H 2.413 1.401 -5.618
H 0.917 4.051 4.475
H 3.589 3.616 -1.750
H 1.538 2.135 3.026
C -1.964 -3.837 2.123
H -2.117 -2.638 5.293
H 2.026 4.987 0.043
C 4.317 0.292 1.564
C -4.080 2.529 -0.825
C -1.843 1.875 2.871
N 1.343 1.060 -3.846
C -1.890 -2.653 4.236
C 2.616 3.376 -1.356
C -2.975 -3.642 -2.437
H -3.497 -4.572 -2.612
H -0.225 3.432 0.236
H -0.190 -1.916 -3.251
H -1.128 -2.818 0.448
Cl -5.142 3.598 -1.639
H -0.002 0.840 -6.800
H 5.091 0.937 1.170
C -4.737 -2.924 -0.869
H 2.698 1.352 0.673
C 2.379 -1.406 2.624
C -2.190 2.942 3.684
H 1.634 -2.073 3.041
C -1.177 3.703 4.235
C -1.342 -2.759 1.512
H 4.038 -2.471 3.511
N 1.384 -0.713 -1.483
C 1.466 1.144 -5.174
C 0.492 2.360 3.197
N -1.984 1.309 -0.714
N -1.652 -1.243 -1.961
H 3.627 -3.072 -1.058
C 3.518 -1.049 -1.940
*
```

Computed properties:
**Energy relative to the best compared isomer or geometry (same formula, charge and spin)**: 19.6 kJ/mol
**Highest occupied orbital energy (alpha / beta)**: -10.87 / -10.87 eV
**Orbital gap (alpha / beta)**: 7.001 / 7.003 eV
**Electronic energy**: -126174.1971 eV
**Strongest force on any atom**: 1.2 eV/Å
**LUMO energy (alpha / beta)**: -3.87 / -3.87 eV